Entry 1:
Here is a 4-piece molecular cluster, C29H58BNO17 overall from the Open Molecules 2025 dataset. Energies are from wB97M-V/def2-TZVPD.

ORCA input file:
```
! RIJCOSX wB97M-V def2-TZVPD def2/J DEFGRID3
* xyz 0 1
C 3.409 -3.719 0.619
C 3.299 -3.832 -0.891
C 2.992 -2.379 -1.661
C 4.267 -1.408 -1.286
O 5.495 -2.217 -1.406
C 5.860 -2.465 -2.810
O 1.694 -1.924 -1.141
C 1.214 -0.705 -1.808
B 0.415 0.172 -0.622
O -1.033 -0.038 -0.300
O 1.285 1.149 0.120
C 1.166 2.458 -0.586
C 0.165 -0.984 -3.060
C -0.260 0.496 -3.711
O -0.254 0.489 -5.195
C 0.279 1.846 -5.549
C 1.921 1.955 -5.847
O -0.517 2.949 -5.592
O 0.894 -1.774 -4.065
C 0.015 -2.695 -4.802
C -0.567 -3.954 -3.918
N 0.307 -4.367 -2.755
C 0.977 -3.386 -5.983
C 0.261 -3.442 -7.456
O 0.049 -4.793 -7.998
C 1.310 -5.525 -8.193
C 2.300 -4.913 -9.347
H 3.598 -2.652 1.119
H 3.301 -4.641 1.349
H 3.396 -4.849 -1.474
H 3.014 -2.625 -2.804
H 4.225 -0.491 -2.042
H 4.178 -0.911 -0.205
H 5.061 -3.047 -3.436
H 6.178 -1.488 -3.405
H 6.832 -3.159 -2.800
H 2.049 0.008 -2.211
H -1.047 -0.992 0.056
H 0.068 2.462 -1.041
H 1.996 2.627 -1.394
H 1.311 3.327 0.219
H -0.831 -1.466 -2.678
H 0.468 1.361 -3.386
H -1.345 0.833 -3.393
H 2.199 3.113 -5.812
H 2.482 1.440 -4.944
H 2.212 1.483 -6.888
H -0.873 -2.072 -5.277
H -1.660 -3.780 -3.493
H -0.650 -4.907 -4.631
H -0.015 -3.751 -1.950
H 1.326 -4.231 -2.947
H 1.274 -4.447 -5.564
H 2.000 -2.794 -6.108
H -0.822 -2.956 -7.325
H 0.860 -2.760 -8.200
H 1.948 -5.686 -7.226
H 1.002 -6.617 -8.564
H 2.831 -5.828 -9.899
H 3.205 -4.276 -8.897
H 1.734 -4.321 -10.199
C -0.068 1.287 3.109
C 1.241 1.935 3.523
O 1.016 3.238 4.074
C 0.556 3.264 5.350
O 0.332 2.292 6.053
O 0.359 4.560 5.700
C -0.223 4.725 6.991
H -0.628 1.945 2.435
H 0.113 0.334 2.605
H -0.711 1.101 3.975
H 1.873 2.069 2.639
H 1.800 1.307 4.226
H 0.348 4.192 7.757
H -1.263 4.384 6.976
H -0.212 5.791 7.235
C -4.996 -5.793 1.849
C -3.696 -5.535 1.108
O -3.911 -4.679 -0.021
C -4.055 -3.360 0.262
O -4.009 -2.854 1.372
O -4.289 -2.703 -0.901
C -4.561 -1.314 -0.733
H -5.761 -6.174 1.163
H -4.847 -6.519 2.653
H -5.394 -4.872 2.287
H -3.308 -6.483 0.718
H -2.927 -5.120 1.770
H -3.775 -0.821 -0.152
H -5.537 -1.182 -0.253
H -4.598 -0.852 -1.724
C -4.265 8.333 11.441
C -3.070 7.406 11.312
O -2.613 7.344 9.956
C -1.883 8.406 9.534
O -1.582 9.382 10.202
O -1.568 8.209 8.229
C -0.882 9.306 7.630
H -5.054 8.045 10.738
H -4.668 8.307 12.457
H -3.994 9.367 11.206
H -3.369 6.390 11.593
H -2.255 7.699 11.984
H 0.002 9.589 8.211
H -1.563 10.156 7.524
H -0.554 8.998 6.633
*
```

E_LUMO in eV: 0.188
HOMO level in eV: -9.07
SMILES: C=C[C@H](COC)O[C@H](B(O)OC)[C@@H](COC(C)=O)O[C@H](CN)CCOCC.CCOC(=O)OC.CCOC(=O)OC.CCOC(=O)OC



Entry 2:
Here is a 13-piece molecular cluster, C29H59BBr24FINO overall from the Open Molecules 2025 dataset. Energies are from wB97M-V/def2-TZVPD.

ORCA input file:
```
! RIJCOSX wB97M-V def2-TZVPD def2/J DEFGRID3
* xyz -1 1
C -3.417 -5.899 5.315
C -4.286 -6.310 4.138
C -4.050 -5.491 2.882
F -5.060 -5.942 1.966
B -4.000 -3.820 2.990
N -5.247 -3.169 2.344
C -2.592 -3.327 2.218
C -2.007 -2.070 2.714
O -1.795 -1.684 3.835
I -1.357 -0.735 1.008
H -3.708 -4.931 5.708
H -2.373 -5.819 5.016
H -3.482 -6.635 6.114
H -5.343 -6.283 4.400
H -4.063 -7.360 3.919
H -3.139 -5.880 2.430
H -3.945 -3.451 4.154
H -5.721 -2.560 2.986
H -5.097 -2.683 1.474
H -2.714 -3.256 1.141
H -1.800 -4.060 2.395
Br 1.370 3.292 -3.081
C 1.158 2.104 -1.550
C 0.934 0.681 -1.977
Br -0.860 0.407 -2.671
H 0.336 2.500 -0.969
H 2.079 2.194 -0.980
H 1.019 0.022 -1.116
H 1.621 0.360 -2.753
Br -3.290 -10.187 0.785
C -3.531 -8.342 0.206
C -2.240 -7.726 -0.261
Br -1.095 -7.288 1.243
H -3.961 -7.800 1.044
H -4.247 -8.380 -0.611
H -2.444 -6.780 -0.756
H -1.671 -8.374 -0.918
Br 0.403 4.262 1.178
C -0.190 5.896 0.311
C 0.944 6.631 -0.346
Br 2.096 7.527 0.942
H -0.691 6.485 1.071
H -0.909 5.585 -0.444
H 0.562 7.414 -0.996
H 1.580 5.966 -0.920
Br 3.591 -2.319 -0.835
C 1.966 -2.833 0.119
C 1.493 -4.209 -0.248
Br 0.671 -4.259 -2.009
H 1.225 -2.077 -0.105
H 2.217 -2.787 1.176
H 0.720 -4.528 0.446
H 2.300 -4.933 -0.263
Br 3.411 4.939 -6.336
C 4.549 6.257 -5.475
C 4.342 6.263 -3.986
Br 2.679 7.148 -3.501
H 4.324 7.219 -5.922
H 5.570 5.971 -5.715
H 5.125 6.831 -3.495
H 4.300 5.262 -3.570
Br 3.239 -5.843 6.228
C 2.239 -6.490 4.689
C 2.087 -5.436 3.627
Br 0.778 -4.086 4.115
H 1.278 -6.828 5.063
H 2.802 -7.337 4.306
H 1.722 -5.893 2.712
H 3.020 -4.919 3.428
Br -0.072 4.417 -6.743
C -1.680 3.330 -6.620
C -1.363 1.935 -6.153
Br -0.525 0.877 -7.554
H -2.148 3.348 -7.598
H -2.319 3.830 -5.895
H -2.276 1.409 -5.887
H -0.683 1.929 -5.308
Br 0.496 10.984 -6.870
C 0.824 9.067 -6.969
C -0.432 8.258 -6.799
Br -1.028 8.230 -4.952
H 1.556 8.839 -6.202
H 1.253 8.891 -7.952
H -0.243 7.220 -7.059
H -1.257 8.642 -7.388
Br -8.275 -6.388 4.812
C -9.151 -5.034 3.721
C -8.204 -3.958 3.264
Br -7.710 -2.750 4.698
H -9.962 -4.640 4.324
H -9.556 -5.565 2.863
H -8.681 -3.342 2.505
H -7.255 -4.333 2.878
Br 7.838 5.545 -3.415
C 8.004 6.930 -2.057
C 8.575 8.203 -2.620
Br 10.476 8.053 -2.982
H 8.624 6.512 -1.271
H 6.999 7.099 -1.677
H 8.466 9.010 -1.900
H 8.102 8.483 -3.555
Br -5.233 -1.002 6.990
C -5.922 -1.663 8.675
C -7.421 -1.554 8.759
Br -8.011 0.277 9.060
H -5.426 -1.110 9.465
H -5.630 -2.710 8.721
H -7.799 -2.125 9.603
H -7.902 -1.887 7.845
Br 11.636 3.915 -2.159
C 10.392 2.714 -3.048
C 10.626 1.276 -2.673
Br 12.217 0.544 -3.519
H 10.509 2.883 -4.113
H 9.402 3.031 -2.735
H 9.798 0.660 -3.014
H 10.758 1.151 -1.605
*
```

E_LUMO in eV: 1.148
HOMO level in eV: -4.98



- Among the records above, which one has the lowest HOMO level?
  C29H58BNO17